Entry 1:
Computed, not measured: the molecule C5H10O at a distorted geometry, with wB97M-V/def2-TZVPD.

Results
Total charge: 0
SMILES string: C/C=C(\C)OC
ΔE to the lowest compared entry with this formula, charge and spin, kcal/mol: 56.4
LUMO level, Eh: 0.03804
M, g mol⁻¹: 86.1

Each line ends with the natural charge from an NBO analysis.
CARTESIAN COORDINATES (ANGSTROEM)
1 C -0.04 -2.26 -0.24  -0.28
2 C 0.04 0.23 -0.69  -0.34
3 C 0.93 1.36 -1.06  -0.64
4 C -0.47 -0.01 0.52  0.34
5 O -0.77 -1.32 0.75  -0.51
6 C -0.74 1.06 1.56  -0.67
7 H -0.82 -2.66 -0.89  0.19
8 H 0.35 -2.97 0.47  0.20
9 H 0.80 -1.99 -0.93  0.21
10 H -0.34 -0.41 -1.47  0.20
11 H 1.39 1.80 -0.17  0.21
12 H 0.37 2.12 -1.61  0.20
13 H 1.74 1.00 -1.70  0.21
14 H 0.13 1.26 2.18  0.22
15 H -1.00 1.99 1.04  0.22
16 H -1.58 0.80 2.22  0.23

=====

Entry 2:
Computed, not measured: a structure of composition C3H16HfO14S2 at a distorted geometry, with wB97M-V/def2-TZVPD.

Results
Total charge: -2
LUMO level, Eh: 0.15396
M, g mol⁻¹: 518.8

Each line ends with the natural charge from an NBO analysis.
CARTESIAN COORDINATES (ANGSTROEM)
1 Hf 0.78 0.64 -0.34  2.52
2 S 1.70 3.10 1.07  2.67
3 O 1.88 4.32 0.33  -1.04
4 O 1.93 3.28 2.50  -1.07
5 O 0.39 2.57 0.80  -1.10
6 O 2.42 1.96 0.57  -1.06
7 S 3.38 -1.61 -1.38  2.66
8 O 4.75 -1.35 -1.07  -1.08
9 O 2.95 -2.79 -0.66  -1.12
10 O 2.59 -0.47 -0.94  -1.10
11 O 3.28 -1.80 -2.81  -1.09
12 C -3.21 -1.08 -0.13  -0.61
13 C -2.62 -0.35 1.08  0.14
14 C -2.71 -1.15 2.37  -0.64
15 O -1.40 0.25 0.68  -0.95
16 H -4.26 -1.25 0.09  0.17
17 H -2.70 -2.04 -0.26  0.18
18 H -3.10 -0.52 -1.05  0.19
19 H -3.28 0.48 1.31  0.11
20 H -1.88 -1.85 2.41  0.20
21 H -3.62 -1.71 2.58  0.19
22 H -2.60 -0.39 3.14  0.21
23 O 1.72 1.90 -2.03  -1.17
24 H 1.55 2.63 -2.66  0.45
25 O -0.94 1.93 -1.47  -0.90
26 H -1.04 2.25 -2.37  0.49
27 H -1.83 1.89 -1.12  0.50
28 O -0.04 -0.45 -2.30  -0.91
29 H -0.84 -0.29 -2.80  0.49
30 H 0.36 -1.21 -2.72  0.52
31 O 0.55 -1.79 0.11  -0.96
32 H -0.07 -2.50 0.30  0.48
33 H 1.40 -2.22 0.05  0.53
34 O 1.35 -0.05 1.89  -0.92
35 H 1.17 0.39 2.72  0.51
36 H 2.00 -0.72 2.10  0.50

=====

Entry 3:
Computed, not measured: a structure of composition C8H10InO8P at a distorted geometry, with wB97M-V/def2-TZVPD.

Results
Total charge: +2
LUMO level, Eh: -0.32131
M, g mol⁻¹: 380.0

Each line ends with the Mulliken charge.
CARTESIAN COORDINATES (ANGSTROEM)
1 O -0.02 -0.19 -6.84  -0.12
2 C -0.12 -0.19 -5.70  0.12
3 In -0.68 -0.28 -1.37  1.21
4 O 2.38 -0.20 -3.56  -0.01
5 C 1.48 -0.22 -2.87  0.08
6 C -3.29 -0.25 -0.57  0.17
7 O -4.36 -0.20 -0.17  -0.08
8 C -1.02 -3.03 -1.81  0.18
9 O -1.10 -4.17 -1.81  -0.07
10 C -0.98 2.38 -1.71  0.16
11 O -1.16 3.50 -1.80  -0.06
12 H -1.67 -0.24 -2.78  -0.03
13 C -0.10 2.25 1.61  -0.73
14 O -0.87 1.17 1.01  0.00
15 P -1.07 -0.40 1.60  0.43
16 O -0.49 -0.44 3.10  -0.33
17 C 0.85 -0.32 3.66  -0.70
18 O 0.38 -0.90 0.49  -0.30
19 C 1.78 -1.20 0.68  -0.68
20 H -0.66 3.18 1.37  0.28
21 H 0.89 2.34 1.13  0.31
22 H -0.02 2.15 2.71  0.34
23 H 1.47 0.34 3.05  0.40
24 H 0.70 0.09 4.66  0.24
25 H 1.29 -1.32 3.77  0.31
26 H 2.41 -0.32 0.47  0.35
27 H 1.94 -1.55 1.71  0.25
28 H 2.05 -1.99 -0.02  0.29